This record from the OMol25 dataset describes C37H20F4N7O4S4Ti as an isolated structure in a non-equilibrium geometry. The level of theory is the ωB97M-V functional and the def2-TZVPD basis.

Computed properties:
E_LUMO	-6.08	eV
net charge	+1
frontier orbital gap	4.640	eV
energy above the lowest of the compared OMol25 structures with the same formula, charge and spin	5.9	kcal per mole
DFT total energy	-4947.7759	Eh

CARTESIAN COORDINATES (ANGSTROEM)
Ti 1.97 -1.04 -0.30
S 3.88 0.11 0.22
C 4.34 -0.11 1.91
C 5.57 0.41 2.31
C 6.00 0.25 3.62
C 5.21 -0.44 4.54
C 3.99 -0.96 4.15
C 3.55 -0.78 2.84
S 1.98 -1.44 2.35
C 0.87 -0.33 3.28
C -0.51 -0.53 2.72
C -1.62 0.18 3.18
C -2.81 0.02 2.49
C -2.86 -0.80 1.37
C -1.70 -1.48 1.01
C -1.67 -2.39 -0.19
S -0.03 -2.69 -0.93
C 0.47 -4.22 -0.15
C -0.41 -5.28 0.00
C 0.02 -6.47 0.55
C 1.35 -6.61 0.93
C 2.24 -5.57 0.74
C 1.81 -4.36 0.19
S 3.04 -3.13 -0.17
N -0.58 -1.36 1.69
H 6.19 0.92 1.60
H 6.95 0.65 3.92
H 5.56 -0.58 5.55
H 3.39 -1.52 4.84
H 1.21 0.70 3.17
H 0.93 -0.59 4.34
H -1.55 0.84 4.03
H -3.70 0.54 2.81
H -3.77 -0.92 0.80
H -2.30 -2.00 -0.99
H -2.05 -3.37 0.09
H -1.44 -5.20 -0.34
H -0.67 -7.29 0.67
H 1.70 -7.53 1.37
H 3.28 -5.68 1.01
C -2.95 -0.28 -3.48
C -1.52 -0.43 -3.85
N -0.48 -0.44 -3.04
C 0.62 -0.62 -3.86
C 0.23 -0.69 -5.18
N -1.13 -0.59 -5.14
C 0.82 -0.87 -6.55
O 2.13 -0.98 -6.67
O 0.06 -0.88 -7.48
C 2.00 -0.73 -3.37
O 2.96 -0.84 -4.09
O 2.17 -0.68 -2.05
H -3.26 -1.06 -2.78
H -3.58 -0.34 -4.36
H -3.11 0.68 -3.00
H -1.69 -0.62 -5.98
H 2.58 -0.92 -5.79
F -1.83 2.09 -0.87
C -2.01 3.29 -0.33
C -3.04 4.04 -0.73
F -3.86 3.55 -1.65
C -3.31 5.37 -0.17
C -2.36 5.79 0.87
C -1.33 5.03 1.27
F -0.51 5.49 2.20
C -1.07 3.71 0.70
C -0.04 2.93 1.10
C 0.25 1.63 0.54
N 0.64 0.62 0.16
C 0.88 3.25 2.15
N 1.62 3.38 3.02
F -2.52 6.97 1.42
C -4.34 6.14 -0.57
C -4.63 7.43 -0.02
N -4.94 8.47 0.37
C -5.27 5.74 -1.60
N -6.00 5.45 -2.43

This record from the OMol25 dataset describes C37H24BrCaF7N9S2 as an isolated structure. The level of theory is the ωB97M-V functional and the def2-TZVPD basis.

Computed properties:
E_LUMO	-5.21	eV
net charge	+1
frontier orbital gap	5.550	eV
energy above the lowest of the compared OMol25 structures with the same formula, charge and spin	12.2	kcal per mole
DFT total energy	-6664.1151	Eh

CARTESIAN COORDINATES (ANGSTROEM)
Ca 0.54 -0.78 0.31
C -0.55 -4.75 0.15
C 0.52 -3.82 -0.34
C 0.45 -3.23 -1.59
C 1.50 -2.46 -2.10
C 1.46 -1.93 -3.50
C 2.63 -2.27 -1.30
C 2.75 -2.87 -0.05
C 4.03 -2.77 0.73
C 1.67 -3.61 0.44
H -0.22 -5.79 0.04
H -1.47 -4.64 -0.42
H -0.77 -4.60 1.21
H -0.42 -3.40 -2.22
H 1.93 -0.94 -3.57
H 0.44 -1.85 -3.88
H 2.01 -2.60 -4.16
H 3.46 -1.69 -1.69
H 4.86 -3.13 0.12
H 4.00 -3.38 1.63
H 4.25 -1.74 1.00
H 1.75 -4.09 1.41
F -5.38 -4.65 2.60
C -5.53 -3.57 1.82
F -6.28 -2.68 2.49
F -6.20 -3.93 0.72
C -4.19 -2.96 1.48
C -3.83 -2.68 0.17
C -2.58 -2.12 -0.05
N -1.72 -1.82 0.93
C -2.08 -2.11 2.18
C -3.30 -2.67 2.50
H -4.49 -2.90 -0.65
H -2.25 -1.88 -1.06
H -1.36 -1.87 2.95
H -3.55 -2.88 3.54
S -0.24 4.13 1.37
C -0.20 2.54 1.08
N -0.17 1.39 0.86
Br -0.41 1.61 5.92
C 0.59 0.35 4.94
C 1.64 -0.34 5.52
C 2.33 -1.25 4.74
C 1.95 -1.43 3.42
N 0.93 -0.77 2.86
C 0.27 0.11 3.61
H 1.91 -0.16 6.55
H 3.16 -1.81 5.14
H 2.48 -2.12 2.79
H -0.53 0.66 3.14
F 2.64 1.24 -2.12
C 2.19 2.50 -2.13
C 1.54 2.95 -3.20
F 1.34 2.13 -4.22
C 1.03 4.31 -3.29
C 1.46 5.18 -2.21
C 2.14 4.74 -1.15
F 2.49 5.58 -0.19
C 2.46 3.33 -0.98
C 2.94 2.83 0.20
C 2.95 1.42 0.42
N 2.85 0.30 0.64
C 3.32 3.60 1.34
N 3.70 4.13 2.29
F 1.12 6.46 -2.27
C 0.19 4.71 -4.28
C -0.38 6.02 -4.36
N -0.91 7.04 -4.46
C -0.29 3.83 -5.31
N -0.72 3.20 -6.17
S -0.67 0.17 -2.18
C -1.60 1.50 -1.67
N -2.77 1.28 -1.02
C -3.55 2.26 -0.53
C -3.18 3.55 -0.72
C -1.99 3.75 -1.44
N -1.24 2.77 -1.91
H -3.03 0.31 -0.87
H -4.45 1.96 -0.01
H -3.75 4.38 -0.33
H -1.65 4.76 -1.64

This record from the OMol25 dataset describes C37H25AsF5IrN3O7PS as an isolated structure in a non-equilibrium geometry. The level of theory is the ωB97M-V functional and the def2-TZVPD basis.

Computed properties:
E_LUMO (alpha / beta)	-0.80 / -2.20	eV
frontier orbital gap (alpha / beta)	6.305 / 6.452	eV
multiplicity	5
energy above the lowest of the compared OMol25 structures with the same formula, charge and spin	22.1	kcal per mole
DFT total energy	-5694.6134	Eh

CARTESIAN COORDINATES (ANGSTROEM)
Ir -6.07 6.67 17.66
O -8.25 5.00 21.85
As -7.84 3.26 21.66
O -9.22 2.44 21.90
O -8.04 5.88 17.72
C -7.52 2.88 19.76
C -8.43 2.07 19.14
C -8.15 1.46 17.92
C -6.94 1.68 17.31
C -6.04 2.53 17.92
C -6.30 3.16 19.11
S -5.30 4.46 19.80
O -5.38 4.28 21.20
O -3.97 4.47 19.21
O -6.08 5.78 19.40
H -7.49 5.62 21.83
H -9.33 1.93 19.72
H -8.87 0.69 17.56
H -6.65 1.15 16.43
H -5.14 2.74 17.40
O -5.43 7.48 14.86
N -6.47 7.54 15.98
C -7.32 8.54 15.78
C -8.61 8.73 15.97
C -9.17 9.98 15.65
C -10.55 10.31 15.96
C -11.41 9.23 16.42
C -10.93 7.98 16.51
C -9.56 7.65 16.35
P -8.99 5.95 16.58
C -10.31 4.84 16.90
C -10.56 4.41 18.24
C -11.68 3.63 18.43
C -12.47 3.20 17.36
C -12.11 3.53 16.07
C -11.01 4.40 15.82
C -8.38 5.41 14.95
C -8.52 6.16 13.84
C -7.91 5.70 12.65
C -7.03 4.64 12.68
C -6.97 3.90 13.83
C -7.60 4.23 14.98
H -5.94 7.18 14.10
H -6.88 9.43 15.30
H -8.44 10.75 15.37
H -10.93 11.24 15.65
H -12.47 9.39 16.53
H -11.66 7.12 16.56
H -9.94 4.66 19.06
H -12.05 3.37 19.45
H -13.35 2.65 17.63
H -12.65 3.06 15.26
H -10.79 4.68 14.80
H -9.12 7.03 13.83
H -8.38 6.22 11.85
H -6.62 4.12 11.77
H -6.46 2.93 13.75
H -7.51 3.65 15.97
N -7.69 11.86 22.51
C -7.74 11.14 21.66
C -7.71 10.22 20.60
C -7.00 10.63 19.52
C -6.71 9.62 18.53
N -7.01 8.31 18.80
C -8.02 8.07 19.69
C -8.24 8.97 20.78
H -6.52 11.58 19.35
H -6.12 9.80 17.64
H -8.58 7.02 19.73
H -8.87 8.66 21.61
F -3.94 4.95 16.40
C -3.38 6.08 16.91
C -4.11 7.01 17.63
C -3.37 7.98 18.32
F -3.99 8.97 19.06
C -2.02 7.95 18.43
F -1.32 8.85 19.19
C -1.36 7.01 17.70
F -0.03 6.94 17.79
C -2.03 6.05 16.96
F -1.39 5.12 16.28

This record from the OMol25 dataset describes C37H25BrCl3CoF10GeNP2Te as an isolated structure in a non-equilibrium geometry. The level of theory is the ωB97M-V functional and the def2-TZVPD basis.

Computed properties:
E_LUMO (alpha / beta)	-3.66 / -5.85	eV
net charge	+1
frontier orbital gap (alpha / beta)	7.806 / 5.469	eV
multiplicity	5
energy above the lowest of the compared OMol25 structures with the same formula, charge and spin	18.2	kcal per mole
DFT total energy	-10843.4191	Eh

CARTESIAN COORDINATES (ANGSTROEM)
Co -0.60 -1.35 1.04
F -7.31 -2.71 0.04
C -6.18 -2.03 0.14
C -6.20 -0.66 0.27
F -7.34 0.00 0.26
C -5.00 0.03 0.39
F -5.08 1.36 0.46
C -3.77 -0.60 0.40
P -2.18 0.32 0.67
C -2.49 1.54 1.98
C -3.08 2.79 1.78
C -3.30 3.63 2.86
C -2.94 3.25 4.14
C -2.33 2.02 4.35
C -2.09 1.18 3.27
C -2.12 1.25 -0.90
C -1.59 2.54 -0.95
C -1.67 3.28 -2.13
C -2.23 2.72 -3.26
C -2.68 1.41 -3.24
C -2.63 0.67 -2.07
C -3.79 -1.98 0.21
Br -2.20 -3.02 0.02
C -4.97 -2.69 0.09
F -4.95 -4.01 -0.07
H -3.38 3.11 0.80
H -3.77 4.60 2.69
H -3.12 3.91 4.98
H -2.03 1.71 5.34
H -1.59 0.23 3.45
H -1.12 2.97 -0.07
H -1.29 4.30 -2.14
H -2.31 3.31 -4.17
H -3.07 0.95 -4.14
H -2.99 -0.35 -2.06
Te 2.88 -2.49 1.53
C 4.30 -1.65 0.22
C 5.05 -2.37 -0.70
C 6.10 -1.75 -1.35
C 6.43 -0.43 -1.06
C 5.68 0.29 -0.13
C 4.61 -0.32 0.51
H 4.82 -3.40 -0.90
H 6.68 -2.31 -2.07
H 7.28 0.04 -1.54
H 5.94 1.31 0.11
H 4.04 0.23 1.25
N 1.07 -1.29 0.14
C 1.40 -0.35 -0.68
C 1.39 -0.61 -2.14
C 0.98 0.36 -3.06
C 0.90 0.06 -4.41
C 1.26 -1.20 -4.87
C 1.71 -2.16 -3.97
C 1.75 -1.87 -2.61
C 1.84 1.00 -0.22
C 1.33 1.55 0.96
C 1.65 2.84 1.34
C 2.51 3.60 0.56
C 3.07 3.05 -0.59
C 2.74 1.76 -0.98
H 0.70 1.35 -2.71
H 0.56 0.81 -5.11
H 1.20 -1.44 -5.92
H 2.03 -3.13 -4.32
H 2.12 -2.61 -1.92
H 0.66 0.96 1.58
H 1.23 3.25 2.25
H 2.75 4.62 0.84
H 3.75 3.63 -1.19
H 3.18 1.33 -1.87
Cl 1.55 -6.05 1.45
Ge 1.57 -4.40 0.08
Cl 2.82 -5.15 -1.53
Cl 4.49 -3.94 2.39
F -0.10 -3.25 2.38
P -0.39 -2.44 3.83
F -1.73 -1.87 3.07
F -1.16 -3.67 4.39
F 0.39 -1.12 3.09
F -0.67 -1.54 5.09
F 1.03 -2.93 4.35

Please write out number 2 again, unchanged.
This record from the OMol25 dataset describes C37H24BrCaF7N9S2 as an isolated structure. The level of theory is the ωB97M-V functional and the def2-TZVPD basis.

Computed properties:
E_LUMO	-5.21	eV
net charge	+1
frontier orbital gap	5.550	eV
energy above the lowest of the compared OMol25 structures with the same formula, charge and spin	12.2	kcal per mole
DFT total energy	-6664.1151	Eh

CARTESIAN COORDINATES (ANGSTROEM)
Ca 0.54 -0.78 0.31
C -0.55 -4.75 0.15
C 0.52 -3.82 -0.34
C 0.45 -3.23 -1.59
C 1.50 -2.46 -2.10
C 1.46 -1.93 -3.50
C 2.63 -2.27 -1.30
C 2.75 -2.87 -0.05
C 4.03 -2.77 0.73
C 1.67 -3.61 0.44
H -0.22 -5.79 0.04
H -1.47 -4.64 -0.42
H -0.77 -4.60 1.21
H -0.42 -3.40 -2.22
H 1.93 -0.94 -3.57
H 0.44 -1.85 -3.88
H 2.01 -2.60 -4.16
H 3.46 -1.69 -1.69
H 4.86 -3.13 0.12
H 4.00 -3.38 1.63
H 4.25 -1.74 1.00
H 1.75 -4.09 1.41
F -5.38 -4.65 2.60
C -5.53 -3.57 1.82
F -6.28 -2.68 2.49
F -6.20 -3.93 0.72
C -4.19 -2.96 1.48
C -3.83 -2.68 0.17
C -2.58 -2.12 -0.05
N -1.72 -1.82 0.93
C -2.08 -2.11 2.18
C -3.30 -2.67 2.50
H -4.49 -2.90 -0.65
H -2.25 -1.88 -1.06
H -1.36 -1.87 2.95
H -3.55 -2.88 3.54
S -0.24 4.13 1.37
C -0.20 2.54 1.08
N -0.17 1.39 0.86
Br -0.41 1.61 5.92
C 0.59 0.35 4.94
C 1.64 -0.34 5.52
C 2.33 -1.25 4.74
C 1.95 -1.43 3.42
N 0.93 -0.77 2.86
C 0.27 0.11 3.61
H 1.91 -0.16 6.55
H 3.16 -1.81 5.14
H 2.48 -2.12 2.79
H -0.53 0.66 3.14
F 2.64 1.24 -2.12
C 2.19 2.50 -2.13
C 1.54 2.95 -3.20
F 1.34 2.13 -4.22
C 1.03 4.31 -3.29
C 1.46 5.18 -2.21
C 2.14 4.74 -1.15
F 2.49 5.58 -0.19
C 2.46 3.33 -0.98
C 2.94 2.83 0.20
C 2.95 1.42 0.42
N 2.85 0.30 0.64
C 3.32 3.60 1.34
N 3.70 4.13 2.29
F 1.12 6.46 -2.27
C 0.19 4.71 -4.28
C -0.38 6.02 -4.36
N -0.91 7.04 -4.46
C -0.29 3.83 -5.31
N -0.72 3.20 -6.17
S -0.67 0.17 -2.18
C -1.60 1.50 -1.67
N -2.77 1.28 -1.02
C -3.55 2.26 -0.53
C -3.18 3.55 -0.72
C -1.99 3.75 -1.44
N -1.24 2.77 -1.91
H -3.03 0.31 -0.87
H -4.45 1.96 -0.01
H -3.75 4.38 -0.33
H -1.65 4.76 -1.64